Record 1
Below is C19H42N5O4PdSSi3 as an isolated structure in a non-equilibrium geometry, with properties calculated with the ωB97M-V functional and the def2-TZVPD basis.

Results
- LUMO (alpha / beta): -3.68 / -3.79 eV
- Total charge: +1
- Relative energy (zero: lowest compared OMol25 entry of this formula, charge and spin): 0.658 eV
- Frontier orbital gap (alpha / beta): 7.481 / 7.417 eV

Each line ends with the Mulliken charge.
Atoms and positions in Å:
C (-2.842, -0.514, -1.291)  -0.951
H (0.451, 3.333, 2.967)  0.575
H (3.342, 2.814, -2.152)  0.281
H (-2.377, 1.316, 1.504)  0.234
C (0.221, 2.125, -0.853)  0.143
N (2.913, -1.156, 3.079)  -0.363
H (1.034, 5.452, 1.146)  0.389
H (0.975, 4.531, -3.029)  0.320
H (4.390, -1.192, 1.055)  0.175
H (0.732, -6.027, -0.679)  0.435
N (3.458, -0.869, 0.856)  -0.268
H (-2.627, -1.402, -1.884)  0.275
H (-2.405, 3.074, 1.277)  0.367
H (1.440, -5.176, -2.079)  0.422
H (-3.673, 2.069, 0.578)  0.438
H (1.268, 1.793, 2.768)  0.249
H (3.853, -0.219, -0.972)  0.385
H (-0.690, 0.632, -3.810)  0.236
H (0.666, -4.279, 2.600)  0.395
C (0.694, -5.126, -1.289)  -1.142
H (0.938, 0.380, -4.448)  0.491
H (-1.397, -4.360, 3.962)  0.422
N (0.243, -0.614, 2.326)  0.707
O (1.012, -2.506, -1.070)  -0.557
H (-0.543, 4.938, 0.542)  0.313
H (-3.895, -4.748, 3.920)  0.397
C (0.535, 4.836, 0.395)  -1.156
H (3.244, 1.866, 0.174)  0.130
O (0.435, -0.692, 3.537)  -0.845
H (0.928, 3.630, -4.540)  0.384
H (-2.421, 3.945, -2.019)  0.346
C (-0.391, -3.830, 0.787)  0.625
Si (1.048, 3.023, 0.578)  0.678
C (0.361, 0.535, -3.535)  -0.851
S (1.103, -3.737, -0.200)  0.241
Si (0.976, 2.081, -2.594)  0.521
O (-1.675, 0.288, -1.246)  -0.438
H (2.200, -1.082, 3.791)  0.215
C (2.529, -0.882, 1.833)  0.031
N (3.090, -0.659, -0.477)  -0.272
H (3.131, 2.193, -3.782)  0.463
Si (-1.654, 1.905, -0.815)  0.718
C (-0.301, -4.106, 2.141)  -0.582
H (-4.836, -4.161, 2.538)  0.383
H (-3.735, -3.559, 0.475)  0.360
H (-0.438, 1.965, 2.332)  0.164
H (-3.687, 2.725, -1.988)  0.417
H (3.300, 1.070, -2.442)  0.112
H (-0.545, 3.845, -3.595)  0.317
H (-0.299, -4.994, -1.712)  0.337
Pd (0.618, -0.005, -0.661)  0.538
C (0.532, 2.461, 2.317)  -1.051
C (-3.953, -3.981, 3.149)  -1.488
C (-2.604, 2.114, 0.798)  -1.177
C (-1.620, -3.618, 0.184)  -0.252
O (-0.856, -0.476, 1.830)  -0.584
C (-2.770, -3.695, 0.947)  -1.056
C (2.939, 2.844, 0.548)  -1.214
H (-3.139, -0.809, -0.282)  0.258
H (3.399, 3.608, -0.080)  0.451
H (2.792, -1.520, -0.932)  0.172
N (1.280, -0.662, 1.445)  0.718
H (-1.671, -3.379, -0.871)  0.406
H (3.344, 2.965, 1.554)  0.406
H (3.884, -1.223, 3.331)  0.183
H (0.776, 5.244, -0.587)  0.285
H (0.453, -0.379, -2.933)  0.159
C (-2.614, 2.874, -2.119)  -1.412
C (0.527, 3.668, -3.526)  -1.154
H (-2.352, 2.577, -3.135)  0.372
H (-3.668, 0.027, -1.760)  0.323
C (-2.706, -3.955, 2.315)  0.830
C (-1.459, -4.162, 2.899)  -0.597
H (-4.080, -3.018, 3.649)  0.297
C (2.868, 2.025, -2.736)  -1.078


Record 2
Below is one molecule with the formula C3H7NO2, with properties calculated with the ωB97M-V functional and the def2-TZVPD basis.

Results
- LUMO: 0.72 eV
- Relative energy (zero: lowest compared OMol25 entry of this formula, charge and spin): 1.667 eV
- Structure (SMILES): N[C@@H](C=O)CO
- Frontier orbital gap: 10.604 eV

Each line ends with the natural charge from an NBO analysis.
Atoms and positions in Å:
H (0.124, -1.358, 0.808)  0.163
C (-0.497, -0.920, 0.023)  -0.077
H (1.900, 1.400, -1.074)  0.120
O (1.954, -0.601, -1.272)  -0.518
O (-1.847, -0.781, 0.466)  -0.730
H (0.805, 0.874, 1.546)  0.349
C (1.421, 0.414, -0.912)  0.443
H (-0.583, 0.963, -1.012)  0.215
H (-2.289, -1.612, 0.279)  0.475
C (0.050, 0.475, -0.268)  -0.185
N (0.152, 1.339, 0.909)  -0.814
H (-0.747, 1.342, 1.381)  0.375
H (-0.444, -1.536, -0.874)  0.184


Record 3
Below is a 4-piece molecular cluster, C16H27BFN3O7 overall in a non-equilibrium geometry, with properties calculated with the ωB97M-V functional and the def2-TZVPD basis.

Results
- LUMO: -1.50 eV
- Structure (SMILES): O=C1C=C(CB(O)O)C(=O)C=C1F.CNC(C)=O.CNC(C)=O.CNC(C)=O
- Frontier orbital gap: 7.526 eV

Each line ends with the natural charge from an NBO analysis.
Atoms and positions in Å:
H (0.653, 3.758, -0.089)  0.209
O (4.307, 0.797, 1.218)  -0.655
H (3.140, -1.280, 1.574)  0.434
C (-0.621, 4.845, -4.222)  -0.722
H (0.025, 5.472, -3.617)  0.246
O (-0.224, 0.449, 2.389)  -0.715
H (-0.566, -3.175, 4.344)  0.269
C (-1.966, -2.045, 1.506)  -0.305
H (1.413, 1.887, 1.393)  0.417
O (-1.434, 4.154, -2.081)  -0.647
H (5.577, -0.733, -1.163)  0.221
H (-3.652, 3.165, -5.538)  0.200
H (6.595, -1.064, 0.254)  0.224
C (-4.023, -3.358, 0.930)  0.366
N (3.941, -1.407, 0.966)  -0.624
H (-0.003, 4.186, -4.833)  0.227
H (-2.443, 1.876, -5.493)  0.200
H (4.361, -3.435, 1.277)  0.201
H (-0.880, -1.493, 4.059)  0.270
F (-4.936, -3.613, 0.005)  -0.289
C (-3.898, -4.071, 2.050)  -0.330
C (0.485, 2.712, -0.343)  -0.419
C (4.204, -2.739, 0.452)  -0.405
H (-2.957, 2.689, -3.189)  0.402
H (-0.483, 2.625, -0.812)  0.237
C (-3.132, -2.205, 0.644)  0.452
N (-2.396, 3.190, -3.861)  -0.612
H (-1.958, 3.530, -5.880)  0.211
C (-0.656, -2.435, 3.549)  -0.840
C (-2.622, 2.929, -5.270)  -0.411
H (-4.542, -4.918, 2.241)  0.248
C (-2.886, -3.677, 3.055)  0.501
O (-3.332, -1.386, -0.235)  -0.500
N (0.557, 1.892, 0.856)  -0.584
C (-1.819, -2.709, 2.657)  0.033
H (-1.582, 0.634, -0.384)  0.240
O (-2.936, -4.115, 4.184)  -0.484
H (1.256, 2.398, -1.049)  0.198
H (0.449, -3.315, 1.151)  0.495
O (1.148, -3.106, 1.780)  -0.921
H (3.342, -3.079, -0.124)  0.198
H (5.082, -2.743, -0.185)  0.200
H (-1.218, 5.481, -4.877)  0.229
C (-0.409, 1.106, 1.360)  0.699
O (1.527, -1.176, 3.017)  -0.945
C (4.643, -0.271, 0.729)  0.677
C (-1.728, 1.027, 0.620)  -0.723
C (5.858, -0.381, -0.170)  -0.721
H (6.303, 0.605, -0.259)  0.240
C (-1.507, 4.045, -3.296)  0.682
B (0.699, -2.224, 2.743)  1.173
H (-1.229, -1.325, 1.187)  0.238
H (1.053, -0.327, 3.057)  0.533
H (-2.218, 1.999, 0.555)  0.245
H (-2.365, 0.355, 1.170)  0.238


Record 4
Below is a 2-piece molecular cluster, C4H10O3 overall in a non-equilibrium geometry, with properties calculated with the ωB97M-V functional and the def2-TZVPD basis.

Results
- LUMO: 0.57 eV
- Relative energy (zero: lowest compared OMol25 entry of this formula, charge and spin): 3.267 eV
- Structure (SMILES): O=CCCCO.O
- Frontier orbital gap: 10.208 eV

Each line ends with the natural charge from an NBO analysis.
Atoms and positions in Å:
H (-0.482, 0.657, -0.546)  0.170
H (-1.870, -0.848, -0.685)  0.461
C (0.889, -0.947, 2.204)  -0.517
C (-0.132, 0.179, 1.498)  -0.405
H (0.815, -0.552, -0.224)  0.168
H (1.695, -0.989, 1.505)  0.211
H (-1.167, 0.216, 1.811)  0.213
O (1.537, -1.326, 4.385)  -0.498
H (-2.263, 1.845, -6.523)  0.475
O (-1.025, -1.351, -0.332)  -0.719
H (2.272, 0.324, 3.563)  0.104
H (0.087, -1.774, 2.362)  0.252
C (1.682, -0.604, 3.502)  0.443
O (-1.482, 2.357, -6.958)  -0.950
H (0.401, 1.272, 1.562)  0.197
H (-0.758, 1.708, -7.126)  0.474
C (-0.200, -0.167, 0.003)  -0.079